1.
The following is a quantum chemistry calculation of a structure of composition C30H38F3FeN4O6S, from the OMol25 dataset.

```
! wB97M-V def2-TZVPD RIJCOSX def2/J DEFGRID3
* xyz 0 6
Fe 0.16625 -0.07318 -0.14092
S -1.37806 -1.24944 -2.12623
F -3.79747 -2.21649 -2.13989
F -3.69224 -0.16971 -1.44557
F -3.46134 -0.60633 -3.55221
O -1.02382 -2.18345 -3.13722
O -1.21591 -1.68348 -0.71949
O 1.93665 0.71246 -0.71285
O 1.65452 -1.16028 -1.74379
O -0.82946 0.10977 -2.19012
O 3.48079 -0.03105 -2.05025
N 3.29396 -6.04056 2.56845
N 1.24413 -1.70198 0.91849
N 4.90837 -4.59587 3.10143
N 2.39605 -0.18232 -1.55712
C -0.92445 3.27053 -0.97397
C 2.77224 2.33937 2.16797
C 4.33656 -6.72203 3.16989
C 0.96173 -2.99670 0.71822
C -1.95324 -0.31486 2.55875
C -1.12026 0.55989 1.64098
C 5.63173 -8.50162 4.06069
C 2.35558 3.76796 0.23804
C 3.67082 -4.79360 2.54459
C 2.85690 -3.70674 1.98928
C 4.46851 -8.08247 3.45189
C 3.15970 -2.36418 2.18026
C 0.08442 3.16272 -2.12781
C -1.18232 -1.53716 3.05983
C 1.66006 3.09063 1.42237
C -3.23664 -0.78212 1.87348
C -2.30901 2.98880 -1.57863
C -2.32570 0.56775 3.76334
C -0.63356 2.28640 0.16244
C -3.19429 -1.04544 -2.32672
C 2.33250 -1.40499 1.63000
C 6.65536 -7.59538 4.38991
C 1.11565 4.16033 2.38983
C 1.72984 -4.01689 1.23744
C 0.16648 1.09168 1.94998
C -1.57919 1.29894 0.52979
C -0.99416 4.70926 -0.43333
C 6.54302 -6.24678 4.12110
C 5.36408 -5.83222 3.50790
C 0.47669 2.16809 1.10195
H -2.51818 1.13772 0.03254
H -3.81789 -1.39123 2.56872
H -0.03997 2.21385 -2.64779
H 4.01533 -2.04015 2.75726
H -1.68645 4.76978 0.40950
H 7.33321 -5.55270 4.37581
H 0.31303 4.74514 1.94579
H 3.19798 4.34759 0.62172
H 1.92028 4.84279 2.67420
H -1.36878 5.36453 -1.22237
H -3.86023 0.06176 1.57323
H -2.97562 0.01500 4.44518
H -0.10566 3.96696 -2.84314
H -0.20252 -1.26835 3.46073
H -2.37209 1.98658 -1.99886
H 2.74162 3.02810 -0.46126
H -2.85348 1.46572 3.43608
H 5.76651 -9.54992 4.29174
H 2.54390 -0.35418 1.75693
H -1.43542 0.87853 4.31361
H 5.41893 -3.73260 3.13771
H 0.72707 3.69003 3.29564
H 7.55323 -7.96644 4.86616
H 0.09103 -3.20536 0.11544
H -0.03374 5.10197 -0.11435
H -1.03915 -2.26077 2.25786
H -2.48221 3.69885 -2.38890
H 1.46920 -5.05000 1.05980
H 2.42882 1.85772 3.08349
H -3.01712 -1.38385 0.99236
H 3.24891 1.60414 1.51929
H -3.10623 3.12225 -0.84390
H 3.54244 3.05744 2.45416
H -1.74643 -2.02651 3.85632
H 1.11696 3.22827 -1.80464
H 3.67777 -8.77385 3.19382
H 1.71543 4.45819 -0.30046
H 0.77274 0.75419 2.77461
*
```

Results
Kohn-Sham gap (spin up / spin down) in eV: 7.7 / 7.8
Molar mass in g/mol: 695.562
E_HOMO (spin up / spin down) in eV: -8.332 / -8.918
LUMO level (spin up / spin down) in eV: -0.65 / -1.15
Strongest force on any atom in eV/A: 0.26
Energy above the lowest of the compared OMol25 structures with the same formula, charge and spin in eV: 0.000
Energy in eV: -103346.066

These are the Mulliken partial charges, in e, on atoms 1 to 4: number 1, Fe, carries 3.123; number 2, S, carries 0.752; number 3, F, carries -0.227; number 4, F, carries -0.162

***

2.
The following is a quantum chemistry calculation of a cluster of 4 separate species, C30H38F3N5O13S4 in total, from the OMol25 dataset.

```
! wB97M-V def2-TZVPD RIJCOSX def2/J DEFGRID3
* xyz 0 1
S 0.37651 0.07045 -1.80030
S 0.14753 -0.07885 1.18757
S 0.45635 3.49911 -2.87508
S 3.39711 0.76998 -1.42061
F -2.16662 -1.45903 1.50808
F -2.16617 0.77528 2.34147
F -2.37123 0.30363 -0.08932
O 0.60786 0.32383 2.62489
O 1.95213 8.49189 0.02711
O 0.56596 -1.59960 1.06345
O -3.02953 -5.67161 -4.59346
O 3.57301 -0.35038 -2.51996
O 3.36306 2.73675 8.13433
O -2.32163 -6.48440 -6.50441
O 1.53073 2.80187 1.17966
O 2.16143 3.15728 6.34752
O -3.37477 -8.76560 1.59405
O -2.16974 -7.54002 2.95762
O 4.85979 0.95619 -0.84916
O 2.45485 0.29202 -0.09345
N -0.67794 4.50793 0.07240
N -2.72495 -7.74583 1.86885
N -3.20433 -6.28359 -5.65693
N 2.75400 2.38362 7.11434
N 3.99334 5.38778 0.23541
C -4.54664 -6.81107 -5.92977
C -6.84947 -7.11219 -5.26427
C -7.08208 -7.84923 -6.42671
C 2.88290 3.26989 1.26755
C 2.73702 0.95242 6.78898
C 3.37586 0.03959 7.63874
C -1.06885 4.93392 1.47781
C -1.70369 -0.06068 1.17080
C 1.00927 2.45470 -0.13479
C 2.93118 2.42854 -2.13915
C -1.77902 -4.55803 0.11644
C -1.86729 -5.54989 1.09527
C 2.09994 -0.84689 5.30789
C 3.06011 4.93344 1.33294
C 2.74211 -1.75739 6.14858
C 2.38148 7.60746 -2.33131
C -0.57632 2.99389 -0.03379
C -2.60971 -6.70959 0.83570
C -6.05295 -8.06177 -7.34533
C -4.78005 -7.54181 -7.10292
C -5.57992 -6.58964 -5.00957
C 2.09194 0.51286 5.62476
C 3.37475 -1.31815 7.31281
C 2.37960 7.27446 -0.72609
C 1.04002 0.78390 -0.20533
C 1.66639 3.19002 -1.42693
C -2.42759 -4.72452 -1.10840
C -3.25325 -6.88408 -0.39725
C -3.16010 -5.88409 -1.36718
C 3.84285 6.85238 -0.10780
H 2.74026 2.26536 -3.30301
H -0.89177 6.10496 1.54312
H 4.63484 7.06849 -0.97487
H 5.00777 5.27200 0.52407
H 2.30808 8.78234 -2.44148
H -1.20760 -3.65279 0.30947
H 2.75052 -2.81593 5.89439
H -0.29872 4.43843 2.23214
H -3.98867 -7.71628 -7.82862
H -6.24241 -8.63597 -8.24974
H -8.07150 -8.26143 -6.61736
H -0.93370 2.59872 1.03576
H -2.18039 4.69491 1.75885
H -2.36252 -3.94510 -1.86568
H 4.16781 7.54411 0.78833
H -1.47995 4.83060 -0.54563
H -3.82798 -7.78181 -0.61431
H -0.58220 2.56396 -2.86947
H 2.05519 4.29228 -1.17917
H 3.57947 5.24359 2.36207
H 3.29530 7.15015 -2.90792
H 1.60780 -1.19709 4.40306
H 0.94325 0.65279 -2.94138
H 3.87922 3.15155 -2.08976
H 3.30903 2.91218 2.32647
H 1.56760 6.41656 -0.56103
H -5.41395 -6.02016 -4.09749
H -1.28443 2.49994 -0.81243
H -1.35875 -5.40366 2.04593
H 3.87053 -2.03426 7.96444
H 3.87610 0.36639 8.54797
H 1.37689 7.14051 -2.77283
H 2.00309 5.43337 1.33427
H 1.58716 1.20973 4.95923
H -7.65741 -6.94835 -4.55461
H -3.66156 -6.00721 -2.32475
H 3.66282 2.90214 0.48721
H 0.95555 8.43779 0.11897
*
```

Results
Kohn-Sham gap in eV: 8.0
Structure (SMILES): CNC[C@]1(OCCNC[C@H](C)O)[C@H](S)CS(=O)(=O)O[C@@]1(S)S(=O)(=O)C(F)(F)F.O=[N+]([O-])c1ccccc1.O=[N+]([O-])c1ccccc1.O=[N+]([O-])c1ccccc1
Molar mass in g/mol: 861.918
E_HOMO in eV: -9.547
LUMO level in eV: -1.60
Strongest force on any atom in eV/A: 10.96
Energy in eV: -117265.463

These are the Mulliken partial charges, in e, on atoms 1 to 4: number 1, S, carries -0.027; number 2, S, carries 0.964; number 3, S, carries -0.131; number 4, S, carries 1.145

***

3.
The following is a quantum chemistry calculation of a cluster of 2 separate species, C30H38F4N4O8P2S in total, from the OMol25 dataset.

```
! wB97M-V def2-TZVPD RIJCOSX def2/J DEFGRID3
* xyz 0 1
S 6.71888 -0.11437 5.17300
P -0.07672 -1.38298 2.14386
P -3.55491 1.26269 -0.92735
F 4.43361 0.61275 6.33199
F -1.12620 3.42176 -1.02455
F 4.24007 -1.08169 5.00215
F 5.14932 -1.32415 6.94752
O -1.49368 -2.21218 2.15684
O 7.47124 0.50354 6.23796
O 0.94502 1.93541 -1.99967
O 1.11708 -2.39765 1.73278
O 6.43960 0.78097 4.06147
O 7.23950 -1.39985 4.76033
O -0.21942 -2.80985 -2.27370
O 0.15434 -0.88815 3.49499
N 4.16712 -0.68313 -0.97603
N 0.00538 -0.57243 -1.41920
N -3.78661 -1.42930 -3.52886
N -0.95638 2.08805 -0.64105
C -4.67594 2.32376 -1.94942
C -2.54378 -1.48456 -3.76971
C 0.03050 -2.04079 -1.11617
C -2.19465 -6.32139 -1.07178
C -0.89469 -3.97854 -1.89340
C -3.60499 1.98547 0.77318
C -3.59733 3.55154 0.86779
C -0.83914 -6.30444 -1.33131
C 0.54234 0.20731 -0.25381
C -1.34507 -0.12895 -1.91384
C 5.06503 -0.49296 5.89886
C 0.59688 3.32996 1.32118
C -2.24739 -3.99171 -1.63938
C 2.63468 0.15613 1.20192
C 4.68188 -0.47964 0.22514
C -4.52845 2.13910 -3.48154
C 1.26998 4.19286 2.15453
C -1.52101 -0.38415 -3.45176
C 3.98419 -0.07191 1.35414
C -1.76706 1.33361 -1.62262
C 2.03305 -0.04597 -0.04836
C 1.19784 2.69079 0.24836
C -2.89248 -5.13697 -1.23370
C 2.53281 3.00974 0.03513
C 3.22313 3.87864 0.84418
C 2.86593 -0.44281 -1.07108
C 2.60093 4.47137 1.92744
C 0.45042 1.73223 -0.68258
C -0.31170 0.04998 1.02308
C -0.20205 -5.15741 -1.74042
H -2.86284 -3.09568 -1.71168
H -5.00247 3.00633 -3.95956
H -3.38329 4.05765 -0.07375
H -1.82303 0.51343 -3.99668
H 1.85893 1.62355 -2.06117
H 3.16297 5.13631 2.57651
H -4.59905 3.39711 -1.73005
H -5.10581 1.26921 -3.81412
H 5.75610 -0.63816 0.34001
H -0.57121 -0.71866 -3.89726
H -3.95990 -5.09023 -1.02989
H -0.46019 3.10734 1.47899
H -1.85256 1.97661 -2.50566
H -2.17193 -2.39564 -4.25642
H 0.62136 -0.48243 -2.23613
H -1.37992 0.04514 0.75639
H 2.44776 -0.58213 -2.08125
H -4.55557 1.64924 1.20932
H 1.01664 -2.33016 -0.73991
H -3.99676 -0.53701 -3.06649
H -3.49540 2.12053 -3.84226
H 0.89866 -3.29436 2.03051
H -0.19158 0.93651 1.65265
H -2.87117 3.83117 1.64026
H 0.75730 4.65889 2.99260
H -0.77565 -2.22498 -0.39646
H -2.08445 -0.78997 -1.44181
H -2.82671 1.59545 1.43568
H 2.00944 0.50090 2.02554
H -4.56859 3.89286 1.24310
H -5.69867 2.03605 -1.67117
H 0.86839 -5.22800 -1.92828
H -0.29929 -7.23827 -1.18757
H 3.08073 2.55251 -0.78914
H -1.31652 -3.13277 1.91335
H -2.73707 -7.19543 -0.72483
H 4.27347 4.07771 0.64580
H 4.42672 0.08965 2.34435
*
```

Results
Kohn-Sham gap in eV: 6.6
Molar mass in g/mol: 752.661
E_HOMO in eV: -7.355
LUMO level in eV: -0.76
Strongest force on any atom in eV/A: 2.74
Energy in eV: -94346.076

These are the Mulliken partial charges, in e, on atoms 1 to 4: number 1, S, carries 1.137; number 2, P, carries 0.815; number 3, P, carries -0.368; number 4, F, carries -0.234

***

4.
The following is a quantum chemistry calculation of a structure of composition C30H38F6N6O18S, from the OMol25 dataset.

```
! wB97M-V def2-TZVPD RIJCOSX def2/J DEFGRID3
* xyz 0 1
S -1.24705 2.61561 4.23925
F -0.87398 1.54501 14.69587
F 0.83672 0.01238 8.22772
F 0.39519 -8.54402 -1.57444
F -2.15810 1.95355 -8.65024
F 2.72643 -0.09137 -8.94620
F 1.66008 -5.14825 -0.66859
O 2.01383 -2.92949 -0.66939
O 0.40672 2.73430 -6.44666
O -0.34262 -2.70654 13.57485
O -1.62050 -0.20779 -8.93187
O -1.79451 2.96469 10.22011
O -1.57176 -2.25078 -9.90543
O 4.11585 -2.90443 0.15181
O -0.37481 -0.63601 14.49011
O -1.89955 2.06842 8.14457
O -2.17465 -6.62096 -0.37706
O -3.08064 -8.05174 1.12489
O 1.04619 0.59971 -6.04377
O -0.86831 -0.90751 12.30467
O -0.33606 1.34651 9.60397
O -2.17177 -0.42934 -11.10862
O 1.73560 1.64379 -7.91985
O 2.99788 -0.95908 -0.14710
O -1.37479 -8.72448 -0.20262
N -0.00141 2.95039 3.08682
N 2.96848 5.02529 0.38642
N 0.56914 4.90919 0.65076
N -2.29543 2.46242 -5.18593
N 1.62739 4.46517 -1.52109
N -2.23082 1.35607 3.56086
C 1.00567 1.74884 -6.77378
C 1.72596 4.25379 -0.03656
C -0.29990 0.63408 13.87464
C 3.03809 -2.15305 -0.21289
C -1.10143 0.45655 12.62595
C -0.21419 2.03092 1.99090
C 2.58767 -4.19359 -0.92663
C -1.05418 1.16599 7.44639
C -1.03587 -6.71330 -1.22006
C 0.12660 0.79161 -0.33822
C -1.58999 1.08006 -9.51332
C -2.13886 2.34211 -3.68344
C -0.41825 0.39682 8.55879
C -2.42425 0.92028 -10.74333
C 1.73898 -0.35879 -6.83114
C -0.58666 2.11348 -3.22915
C -1.38048 2.19912 9.39714
C -2.01519 0.07340 1.29048
C 0.66448 1.87468 0.66939
C -1.77195 -1.07246 -9.97492
C 3.71691 -4.26358 0.05071
C -0.51485 -1.52665 13.46756
C 1.98368 2.72708 0.38483
C -1.18787 -0.07004 -0.02769
C -1.51603 1.15048 2.31297
C -2.28289 -7.82018 0.26392
C 0.82825 0.48330 -1.75341
C -0.90346 -8.18864 -1.42119
C -0.24507 0.53865 -2.98714
C 2.55107 0.50353 -7.74289
H -1.55786 -0.83247 -0.79936
H 3.11383 4.95414 1.40346
H 0.53024 5.88377 0.28766
H 2.89497 6.01133 0.09698
H -1.19759 -6.17823 -2.15742
H -2.17208 0.61358 12.78580
H -0.17195 -6.27703 -0.71138
H -0.99527 -0.47016 8.89403
H 1.37295 3.59579 -2.00701
H 1.22822 -0.59303 -1.67837
H 2.35866 -1.00533 -6.20765
H 4.53777 -4.88830 -0.30501
H -1.17826 -0.07871 -2.75761
H 3.40177 -4.62383 1.03422
H -0.76755 1.11214 11.82052
H -0.32875 1.73164 6.85541
H 1.01528 -0.97805 -7.36939
H -1.49634 -8.58477 -2.25098
H 0.16410 2.55078 -3.97154
H 1.71132 1.17458 -1.98634
H 1.00158 5.24799 -1.74996
H -2.79531 1.47687 -3.29270
H 2.89637 -4.25079 -1.97464
H -1.63105 0.52729 6.77543
H 2.62174 2.15873 -0.38269
H -1.38701 2.22813 -5.63334
H -2.92255 -0.60666 1.43357
H -2.12763 1.60477 -11.53958
H 0.28071 0.16942 -3.94640
H 0.74775 0.89842 13.70303
H -3.00945 1.76759 -5.46080
H -0.55298 1.37093 -9.70708
H -0.47644 2.66702 -2.23243
H -3.49262 1.04992 -10.54824
H 3.51993 0.80442 -7.33356
H -2.49557 3.32417 -3.18712
H 2.62379 2.75477 1.35265
H 0.76655 5.02400 1.66607
*
```

Results
Kohn-Sham gap in eV: 7.2
Molar mass in g/mol: 916.713
E_HOMO in eV: -8.366
LUMO level in eV: -1.14
Strongest force on any atom in eV/A: 6.65
Energy above the lowest of the compared OMol25 structures with the same formula, charge and spin in eV: 7.255
Energy in eV: -104655.925

These are the Mulliken partial charges, in e, on atoms 1 to 4: number 1, S, carries 0.107; number 2, F, carries -0.280; number 3, F, carries -0.296; number 4, F, carries -0.277

***

What is the formula in the fourth record? C30H38F6N6O18S

***

Look up the strongest force on any atom of the fourth one. 6.65 eV/A